Below is C6H11NO in the gas phase in a non-equilibrium geometry, with properties calculated with ωB97M-V/def2-TZVPD.

Each atom is followed by the atoms it is bonded to, with distances in Å.
Positions of all 19 atoms, in Å:
1 N -1.2450 -1.9084 -0.7842  C11 1.397, C15 1.378, H16 0.994
2 H -0.7081 -3.3991 -2.1581  C11 1.049
3 C 1.2880 1.7773 1.2280  C6 1.527, H12 1.146, C13 1.593, H19 1.132
4 H 1.3658 0.9954 -0.9524  C13 1.118
5 H -1.8316 -4.0123 -1.1180  C11 1.110
6 C 0.6368 3.0732 1.7055  C3 1.527, O7 1.210, H14 1.047
7 O 0.9437 4.0639 1.0824  C6 1.210
8 H -0.1174 -3.6350 -0.5928  C11 1.166
9 C -0.4268 0.1924 -0.1192  C13 1.567, C15 1.326, H17 1.086
10 H 0.0539 2.1806 -0.5921  C13 1.124
11 C -1.0431 -3.2334 -1.1780  N1 1.397, H2 1.049, H5 1.110, H8 1.166
12 H 2.3949 1.9531 0.9896  C3 1.146
13 C 0.6498 1.3301 -0.1610  C3 1.593, H4 1.118, C9 1.567, H10 1.124
14 H -0.1082 3.2623 2.4168  C6 1.047
15 C -0.2044 -1.0258 -0.5939  N1 1.378, C9 1.326, H18 1.090
16 H -2.1031 -1.5630 -0.4192  N1 0.994
17 H -1.4163 0.5309 0.1719  C9 1.086
18 H 0.7222 -1.5155 -0.8947  C15 1.090
19 H 1.1489 0.9335 1.9695  C3 1.132

ΔE to the lowest compared entry with this formula, charge and spin (kJ/mol): 280.63
Strongest force on any atom (eV/Å): 3.99
Highest occupied orbital energy (eV): -7.6832
SMILES string: CN/C=C/CCC=O
Multiplicity: 1
Energy (eV): -9935.546
Net charge: 0
Orbital gap (eV): 8.7